Here is 2 unconnected molecules or ions with the total composition C25H26N2O2 from the OMol25 dataset. Energies are from ωB97M-V/def2-TZVPD.

CARTESIAN COORDINATES (ANGSTROEM)
O: 1.68363 1.30993 3.08113
O: 5.99180 2.75055 4.38129
N: -1.35209 6.00568 -1.26720
N: -3.63876 -0.33976 2.39474
C: 3.45596 1.22669 1.47306
C: -0.69425 2.77180 1.40787
C: -3.19072 -2.10117 4.15637
C: 2.93506 1.45548 2.79685
C: -2.91416 0.69103 1.86680
C: -1.61302 -0.35972 3.42693
C: -2.15936 4.51653 0.50610
C: -4.97838 -0.71684 1.97241
C: -0.49556 1.48933 2.03089
C: -2.87399 -1.00635 3.36716
C: 0.37404 3.34452 0.65598
C: 5.67509 2.04388 2.03835
C: 5.21655 2.23445 3.37130
C: 3.90798 1.90290 3.75037
C: -2.20435 -2.54061 5.06178
C: -0.95045 -1.89914 5.13910
C: -1.60309 0.71772 2.44208
C: 7.27909 3.32237 4.07126
C: -1.11271 4.98516 -0.34277
C: 4.76611 1.51271 1.11718
C: -0.64422 -0.80579 4.31185
C: 0.18146 4.40339 -0.20854
C: -1.86979 5.71205 -2.59207
C: -1.93476 3.48708 1.40293
C: -0.76365 7.32552 -1.11224
H: -5.68267 0.10957 2.15013
H: -2.42547 -3.39314 5.70885
H: -2.59957 6.47257 -2.89416
H: 7.94521 2.54847 3.65594
H: -0.21439 -2.26625 5.85645
H: -0.50891 7.49458 -0.06044
H: 5.10922 1.32597 0.09349
H: -2.74931 3.17889 2.05711
H: -1.47718 8.09481 -1.43339
H: 6.68779 2.34834 1.73938
H: 0.31097 -0.27969 4.34362
H: -1.06056 5.70773 -3.33712
H: 7.17426 4.14946 3.34768
H: 2.77370 0.83334 0.72557
H: -2.34973 4.72850 -2.58062
H: 0.49343 1.03039 1.94809
H: 1.35710 2.87852 0.73441
H: -4.98864 -0.92110 0.89084
H: 7.62716 3.68056 5.04993
H: 0.14116 7.43870 -1.72472
H: 0.99623 4.78278 -0.82966
H: -3.32036 1.29819 1.07002
H: -4.16684 -2.57495 4.05161
H: 3.64225 2.05036 4.79236
H: -3.13543 5.00724 0.41953
H: -5.29518 -1.60949 2.52643

Values from the calculation:
HOMO, Eh: -0.222
Charge: 0
Lowest unoccupied orbital energy, eV: -1.751

***

Here is a molecular structure, C47H55KN10OS3 from the OMol25 dataset. Energies are from ωB97M-V/def2-TZVPD.

CARTESIAN COORDINATES (ANGSTROEM)
K: 0.86136 0.15377 -1.10694
S: 5.22119 -0.07075 -3.44271
S: 3.39888 -1.43122 0.25639
S: -0.10779 1.99295 -3.33058
O: 1.08754 -0.82077 -4.56486
N: 3.97929 1.71872 -2.10596
N: 2.31116 1.59974 0.71492
N: -1.88721 -0.53906 -0.97018
N: -1.33219 3.08331 -0.81050
N: 5.00832 1.28224 -1.30928
N: 4.13250 0.71760 1.88832
N: 3.13668 1.45363 -4.28880
N: 0.51631 -2.38675 -2.30362
N: 4.99194 -1.21161 2.38534
N: -0.35167 -1.03419 1.25868
C: 4.15839 -0.60016 1.49509
C: -1.80871 -1.81177 6.06174
C: -1.04927 4.04565 -1.72707
C: 2.16617 3.93074 0.18738
C: -2.38331 -0.78691 5.07619
C: 5.44976 -0.31302 3.32685
C: -0.41626 6.02347 -3.59976
C: 4.92343 0.88155 3.02082
C: -2.41070 -1.22973 0.03680
C: 0.11690 -1.83351 -4.64881
C: -1.68341 -0.91848 3.72898
C: -2.14899 4.75037 0.69204
C: 6.81295 -0.38329 -1.12069
C: -0.09802 -4.17397 -3.75281
C: -0.06264 -5.06839 -2.69861
C: 1.68183 2.63762 0.16043
C: 0.27724 -4.60296 -1.43806
C: -3.58605 -1.96755 -0.07854
C: -5.28255 -3.82708 -2.61711
C: -1.87182 5.73664 -0.20666
C: -3.73357 -1.22477 -2.31963
C: 0.55910 -3.25502 -1.29238
C: 3.41001 4.14048 0.76269
C: 4.09797 3.06890 1.29918
C: -2.55578 -0.52679 -2.12071
C: -1.30142 5.41406 -1.45842
C: -0.15827 4.66892 -3.87658
C: 5.30424 -2.62307 2.34389
C: 3.48468 1.82277 1.26482
C: 0.19818 -2.83474 -3.51405
C: 5.71430 0.34439 -1.83021
C: -2.13779 0.63247 5.61163
C: -4.27151 -1.98803 -1.28526
C: -0.29535 -0.81416 3.63801
C: 3.97322 1.12877 -3.26585
C: -1.85321 3.41095 0.34409
C: 7.40579 0.42607 0.02337
C: -2.37104 -1.09450 2.53697
C: -2.10565 2.28901 1.31434
C: -0.45815 3.66104 -2.98190
C: -3.89088 -1.01237 4.96563
C: -5.98364 -3.54259 -0.24776
C: -6.67593 -1.85689 -1.93829
C: -1.67539 -1.13854 1.33061
C: 0.31637 -0.88170 2.39989
C: -0.98011 6.40402 -2.41540
C: -5.54330 -2.79847 -1.50792
H: 7.85725 1.34721 -0.34496
H: 3.85972 5.12450 0.76731
H: 6.04578 -2.83098 3.11184
H: -5.22958 -4.26019 0.07990
H: 0.74951 2.42173 -0.34708
H: 2.30647 1.97812 -3.98439
H: -0.28533 -6.11528 -2.85930
H: -6.18291 -4.41681 -2.79901
H: 4.40535 -3.21385 2.51851
H: 0.31425 -0.66570 4.51918
H: -2.12171 0.08939 -2.90198
H: -1.95465 -2.82960 5.69661
H: 0.24991 -2.37279 -5.59205
H: 5.01105 1.82931 3.51597
H: 0.65484 0.04111 -4.45574
H: -0.74211 -1.66229 6.22769
H: -4.36550 -0.26529 4.32751
H: -1.07324 0.82781 5.74347
H: -2.58328 4.97483 1.65794
H: 1.39311 -0.80263 2.30020
H: -0.15822 6.76601 -4.34510
H: 6.10236 -0.60917 4.12696
H: 5.69490 -2.88720 1.36246
H: -2.53414 1.37923 4.92183
H: -0.34191 -4.50136 -4.75525
H: -2.63744 1.48166 0.81241
H: -4.47730 -4.50686 -2.33414
H: -2.62987 0.75959 6.57751
H: 0.29141 4.39866 -4.82313
H: -7.59180 -2.42710 -2.10484
H: -2.07734 6.77660 0.02132
H: 1.59948 4.72914 -0.27164
H: 5.10046 3.19024 1.68293
H: -4.12241 -2.00278 4.56936
H: -3.44936 -1.15322 2.52232
H: 7.59081 -0.65007 -1.83912
H: -6.90124 -4.09536 -0.45407
H: 6.39863 -1.32644 -0.74667
H: -6.18904 -2.85606 0.57534
H: -6.43433 -1.33325 -2.86286
H: -1.18299 7.44430 -2.19261
H: -2.68198 2.62044 2.17835
H: -4.21878 -1.16725 -3.28468
H: 0.82042 -2.84371 -0.32377
H: -6.87344 -1.10857 -1.16928
H: 8.17285 -0.15106 0.54080
H: -3.93669 -2.53650 0.77006
H: -1.15684 1.87781 1.67108
H: 0.32780 -5.26353 -0.58397
H: -2.31090 -1.71949 7.02613
H: 2.87224 0.67774 -4.88127
H: -5.00202 -3.34309 -3.55233
H: -4.34277 -0.93466 5.95510
H: -0.89189 -1.40555 -4.66203
H: 6.63823 0.70524 0.74194

Values from the calculation:
HOMO, Eh: -0.228
Charge: 0
Lowest unoccupied orbital energy, eV: 0.243

***

Here is 2 unconnected molecules or ions with the total composition CH3NO2S from the OMol25 dataset. Energies are from ωB97M-V/def2-TZVPD.

CARTESIAN COORDINATES (ANGSTROEM)
S: 2.56936 -1.56123 0.27736
O: -0.74784 1.00787 -0.10457
O: 1.42081 0.96139 0.28980
N: 0.43449 1.60716 0.09609
C: -0.91983 -0.41257 -0.14505
H: -1.68992 -0.42274 0.58791
H: -1.14569 -0.49220 -1.24312
H: 0.07862 -0.68769 0.24158

Values from the calculation:
HOMO (spin up / spin down), Eh: -0.362 / -0.362
Charge: 0
Lowest unoccupied orbital energy (spin up / spin down), eV: -2.507 / -2.466

***

Here is C5H7NOS in the gas phase from the OMol25 dataset. Energies are from ωB97M-V/def2-TZVPD.

CARTESIAN COORDINATES (ANGSTROEM)
S: -1.69611 -0.08127 -1.26715
O: 0.56721 1.94717 -0.89013
N: 2.84817 -1.12166 -1.09565
C: 0.74179 -0.28946 0.22836
C: 1.87711 -0.75278 -0.54674
C: -1.86218 -0.66682 0.42019
C: -0.52142 -0.96828 -0.22648
C: 0.69734 1.25366 0.33174
H: -1.93025 0.19023 1.11583
H: -2.50456 -1.51801 0.63009
H: -0.12977 1.48971 1.02152
H: -0.31139 -2.00319 -0.50691
H: 0.86567 -0.66284 1.27299
H: 1.62676 1.54091 0.83476
H: -0.26837 1.64264 -1.32242

Values from the calculation:
HOMO, Eh: -0.355
Charge: 0
Lowest unoccupied orbital energy, eV: 0.445

***

Here is a molecular structure, C42H53AsCdN2O7PSi4 from the OMol25 dataset. Energies are from ωB97M-V/def2-TZVPD.

CARTESIAN COORDINATES (ANGSTROEM)
Cd: 0.14790 1.78780 0.21092
As: -1.80528 -5.30142 1.41266
P: -0.37437 -0.82282 1.24705
Si: -1.45786 3.00382 -3.05086
Si: 2.50302 2.87329 -2.64759
Si: 0.42879 1.78504 -2.28538
Si: 0.43940 -0.48673 -2.97557
O: -0.78536 3.34780 1.47730
O: 4.12838 6.89777 4.44753
O: 2.00624 1.86284 1.52715
O: 1.97466 7.18442 4.74364
O: 4.54533 1.62613 1.38996
O: 5.80122 2.96584 2.58257
O: -0.75447 2.38934 3.52605
N: 4.68982 2.60431 2.15250
N: 2.94746 6.52276 4.33407
C: 2.69736 5.26756 3.68923
C: 2.23371 2.88943 2.27477
C: -1.88825 -0.75851 3.65272
C: 3.77998 4.53062 3.25992
C: 3.54358 3.35346 2.57593
C: -0.24946 3.08975 2.63494
C: -3.45157 -4.84668 0.44024
C: -3.01309 -0.38277 4.38116
C: -5.12607 -5.57784 -1.15276
C: 1.15504 3.64596 2.83734
C: 0.98126 -1.11791 2.40853
C: 0.09082 -5.17376 -2.41339
C: -1.25589 -1.30256 -2.62827
C: 1.41369 -5.44841 -2.09070
C: 2.99683 -2.28184 3.07115
C: -1.72785 3.19085 -4.93346
C: -1.75344 -0.34168 2.32556
C: -0.89792 -5.15218 -1.43039
C: 2.45284 4.52171 -1.69036
C: -3.85376 0.84341 2.49541
C: 1.72280 -1.48957 -1.96850
C: 1.75568 -5.70451 -0.76642
C: -2.74408 0.46061 1.75614
C: -0.93813 -2.56054 0.82434
C: 3.20214 -1.35706 4.09014
C: -3.03422 2.18709 -2.33212
C: -3.94827 -5.80538 -0.44893
C: -5.36601 -3.46213 -0.04821
C: 2.88990 3.27596 -4.47683
C: -4.18811 -3.68529 0.65922
C: -1.20366 -3.48300 1.98812
C: -5.83711 -4.39803 -0.95650
C: 0.76864 -5.70026 0.21655
C: -0.55659 -5.41213 -0.10369
C: -1.39908 4.75332 -2.29526
C: -3.99183 0.41496 3.81121
C: 3.91470 1.81180 -1.95691
C: 1.19548 -0.19061 3.43497
C: 1.38288 4.83659 3.51769
C: 2.30327 -0.31456 4.26881
C: 1.90190 -2.15387 2.21816
C: 0.80106 -0.74755 -4.83310
H: 0.04794 -0.22156 -5.45050
H: 1.55437 -2.57649 -2.08287
H: -0.86400 3.70201 -5.40878
H: -1.98449 -3.11092 2.66815
H: -0.30370 -3.66165 2.59742
H: -3.01886 2.26476 -1.22885
H: 1.82571 5.27291 -2.20829
H: 4.80941 4.87368 3.43675
H: -2.63321 0.79983 0.72086
H: 3.72068 1.52392 -0.90687
H: 3.47057 4.94993 -1.57690
H: 2.18708 -5.45380 -2.86848
H: 4.07369 -1.44925 4.74082
H: 1.65422 -1.23453 -0.89126
H: -2.00918 -0.97107 -3.37169
H: -4.86319 0.72244 4.39249
H: 4.87209 2.37458 -1.96734
H: 1.79569 -0.33657 -5.10815
H: -1.10958 -1.36865 4.12945
H: 2.10555 3.91443 -4.92575
H: 2.45391 0.42255 5.06042
H: 0.79449 -1.82122 -5.10746
H: -1.83447 -2.43967 0.19086
H: 1.04728 -5.89410 1.25481
H: 1.76842 -2.85619 1.39098
H: -1.63016 -1.01119 -1.62945
H: -5.91076 -2.53085 0.11738
H: -6.75715 -4.21258 -1.50832
H: 4.05222 0.89287 -2.55372
H: 0.53400 5.42194 3.87786
H: -3.84179 -2.94122 1.38210
H: -2.64112 3.78755 -5.14071
H: -0.19052 -4.95890 -3.45348
H: -3.10643 -0.71992 5.41130
H: 2.75989 -1.25961 -2.29273
H: 0.50076 0.63631 3.56579
H: -1.20320 4.69518 -1.20880
H: -3.40034 -6.73648 -0.61195
H: -1.85487 2.20521 -5.42179
H: 3.86416 3.80216 -4.56150
H: -0.17178 -2.97024 0.14831
H: -2.37050 5.27853 -2.43153
H: -5.48291 -6.33506 -1.85647
H: 3.68887 -3.11312 2.92433
H: -4.61810 1.47349 2.03604
H: 2.04671 4.38328 -0.67063
H: -3.94716 2.70444 -2.69145
H: -1.92172 -4.90740 -1.70321
H: -3.10959 1.11879 -2.60443
H: -0.59899 5.36835 -2.76059
H: -1.18505 -2.40989 -2.66300
H: 2.95164 2.35956 -5.09319
H: 2.78941 -5.91122 -0.48444

Values from the calculation:
HOMO, Eh: -0.201
Charge: -1
Lowest unoccupied orbital energy, eV: 2.094

***

Here is a molecular structure, H13LiO7 from the OMol25 dataset. Energies are from ωB97M-V/def2-TZVPD.

CARTESIAN COORDINATES (ANGSTROEM)
O: 1.46916 0.00449 -1.18574
O: -0.64342 3.27406 0.14607
O: 0.64264 -2.59015 0.10437
O: -2.97966 1.24418 0.92625
O: 2.83992 -1.92730 1.02570
O: -0.36156 0.84101 1.06200
O: -1.06041 -0.19157 -1.86424
Li: 0.28255 -0.34041 -0.33257
H: 0.54749 -3.47860 -0.07291
H: -1.89179 1.19524 0.98305
H: -0.67226 2.35707 0.52609
H: -1.45661 3.29784 -0.14195
H: -3.08349 1.48204 1.80899
H: 0.44531 0.65501 1.57092
H: 0.21764 -2.57052 1.03103
H: 1.85330 -2.47027 0.79428
H: 2.69905 -1.50435 1.75179
H: 1.87608 0.95252 -1.23048
H: 1.93160 -0.31247 -2.10317
H: -1.04095 0.70313 -2.41043
H: -1.61458 -0.62097 -2.38903

Values from the calculation:
HOMO, Eh: -0.331
Charge: 0
Lowest unoccupied orbital energy, eV: -0.590

***

Which strongest force on any atom belongs to each record? In order, 0.0497 0.0088 0.0520 0.0714 0.0441 0.2051 Eh/bohr.
Which relative energy (zero: lowest compared OMol25 entry of this formula, charge and spin) belongs to each record? In order, 446.12 0.00 608.41 157.14 0.00 348.03 kJ/mol.